# C16H40CuN7O7P2

A structure of composition C16H40CuN7O7P2 (ωB97M-V/def2-TZVPD, OMol25).

Summary:
Frontier orbital gap (spin up / spin down) ... 0.22933 / 0.22953 hartree
E ... -3866.0148 a.u.
Expectation value of S² ... 0.752
F_max ... 0.36 eV/Å
Relative energy (zero: lowest compared OMol25 entry of this formula, charge and spin) ... 0.000 eV

Geometry as ORCA input:
```
! RIJCOSX wB97M-V def2-TZVPD def2/J DEFGRID3
* xyz 3 2
Cu 0.12 0.03 0.00
C -1.68 3.32 2.80
N -2.25 1.97 2.70
C -3.50 1.79 3.43
C -1.68 1.05 1.95
O -0.63 1.28 1.29
C -2.32 -0.34 1.85
O -1.45 -1.24 1.17
C -0.74 -2.15 2.00
C 0.72 -1.72 2.15
O 1.20 -0.90 1.31
N 1.45 -2.24 3.10
C 2.85 -1.83 3.30
C 0.99 -3.28 4.03
H -1.49 3.54 3.85
H -0.75 3.37 2.24
H -2.39 4.04 2.41
H -3.33 2.02 4.48
H -4.25 2.47 3.04
H -3.88 0.77 3.35
H -2.57 -0.73 2.83
H -3.24 -0.27 1.26
H -1.23 -2.23 2.96
H -0.76 -3.13 1.52
H 3.09 -1.01 2.65
H 2.97 -1.52 4.34
H 3.51 -2.68 3.11
H 0.04 -3.70 3.73
H 1.72 -4.08 4.04
H 0.91 -2.87 5.04
C 1.46 3.50 -2.11
N 1.35 2.26 -2.92
C 2.24 2.20 -4.10
P -0.08 1.49 -2.83
O -0.49 1.22 -1.41
O 0.21 0.05 -3.54
P 0.79 -1.30 -2.90
O 1.19 -0.98 -1.45
N 2.15 -1.64 -3.73
C 2.23 -1.49 -5.20
C 3.07 -2.67 -3.20
N -0.34 -2.43 -3.00
C -1.67 -2.18 -2.42
C -0.27 -3.61 -3.87
N -1.25 2.24 -3.63
C -1.01 3.12 -4.78
C -2.65 1.82 -3.47
H 2.28 4.10 -2.51
H 1.67 3.27 -1.07
H 0.55 4.10 -2.16
H 2.12 3.07 -4.74
H 2.02 1.31 -4.69
H 3.28 2.17 -3.78
H 1.51 -0.74 -5.54
H 2.03 -2.43 -5.70
H 3.24 -1.16 -5.45
H 2.95 -2.80 -2.13
H 4.10 -2.36 -3.42
H 2.91 -3.64 -3.68
H -1.66 -1.31 -1.77
H -1.97 -3.05 -1.83
H -2.40 -2.02 -3.22
H 0.74 -3.75 -4.24
H -0.94 -3.49 -4.72
H -0.55 -4.50 -3.31
H -0.02 3.56 -4.73
H -1.74 3.93 -4.74
H -1.13 2.58 -5.72
H -2.76 1.23 -2.56
H -2.97 1.23 -4.33
H -3.27 2.71 -3.38
O 3.62 0.04 -1.98
N 2.97 0.09 -1.13
*
```

---

# C16H40F6Li4N4O23S6

A structure of composition C16H40F6Li4N4O23S6 at a distorted geometry (ωB97M-V/def2-TZVPD, OMol25).

Summary:
Frontier orbital gap ... 0.30280 hartree
E ... -5601.5820 a.u.
F_max ... 5.74 eV/Å
Relative energy (zero: lowest compared OMol25 entry of this formula, charge and spin) ... 0.000 eV

Geometry as ORCA input:
```
! RIJCOSX wB97M-V def2-TZVPD def2/J DEFGRID3
* xyz 0 1
Li -0.71 -2.36 1.20
Li -2.07 1.08 -2.18
Li -2.57 -1.81 -0.86
Li 0.30 -0.07 2.97
N -0.49 -5.09 -1.88
S -0.05 -5.26 -0.34
O -0.23 -6.52 0.25
O -0.39 -4.14 0.46
F 1.51 -5.25 -0.59
S -2.07 -4.72 -1.70
O -2.37 -3.31 -1.40
O -2.99 -5.64 -1.17
F -2.38 -4.71 -3.25
N -2.70 -1.87 1.18
S -3.74 -2.82 2.01
O -5.01 -2.92 1.38
O -3.59 -2.77 3.41
F -3.07 -4.20 1.68
S -2.94 -0.43 2.03
O -1.81 0.07 2.74
O -4.22 -0.14 2.51
F -2.86 0.43 0.64
N 0.31 -2.15 2.94
S -0.15 -3.08 4.18
O 0.67 -2.95 5.34
O -0.84 -4.28 3.91
F -1.38 -2.10 4.57
S 1.83 -2.91 2.76
O 1.81 -4.28 2.54
O 2.80 -2.27 3.54
F 2.07 -2.30 1.31
N -0.10 -0.25 -0.17
O -0.55 0.63 -0.92
O 0.31 -0.03 0.96
O -0.21 -1.46 -0.50
C 2.66 -2.59 -1.84
O 1.77 -2.83 -2.90
C 1.08 -1.69 -3.30
C 0.50 -1.92 -4.67
O -0.53 -2.87 -4.57
C -1.21 -3.07 -5.77
H 2.14 -2.14 -0.98
H 3.46 -1.92 -2.18
H 3.05 -3.48 -1.37
H 1.77 -0.82 -3.47
H 0.35 -1.35 -2.56
H 1.31 -2.29 -5.31
H 0.11 -0.97 -5.08
H -0.59 -3.46 -6.58
H -1.69 -2.14 -6.14
H -2.07 -3.71 -5.60
C 4.15 5.42 -0.60
O 3.23 4.43 -0.18
C 2.41 4.01 -1.26
C 1.30 3.09 -0.83
O 0.20 3.77 -0.22
C 0.34 3.80 1.16
H 4.79 5.62 0.25
H 3.63 6.28 -1.03
H 4.82 5.03 -1.38
H 3.07 3.30 -1.80
H 2.11 4.81 -1.94
H 1.71 2.35 -0.14
H 0.90 2.51 -1.66
H -0.45 4.40 1.62
H 1.27 4.28 1.53
H 0.31 2.83 1.67
C 0.00 1.73 -4.39
O -0.84 2.15 -3.33
C -1.80 3.16 -3.68
C -2.52 3.61 -2.44
O -3.28 2.57 -1.80
C -4.14 3.13 -0.83
H -0.58 1.10 -5.08
H 0.85 1.15 -4.02
H 0.37 2.58 -4.97
H -2.47 2.77 -4.45
H -1.24 4.01 -4.08
H -3.27 4.33 -2.80
H -1.90 4.20 -1.77
H -4.95 3.66 -1.34
H -3.64 3.83 -0.15
H -4.62 2.30 -0.31
C 3.25 0.80 2.21
O 2.20 0.50 3.12
C 2.34 1.29 4.29
C 1.58 0.86 5.49
O 0.20 1.02 5.20
C -0.59 0.73 6.33
H 3.28 -0.03 1.51
H 4.22 0.95 2.68
H 3.02 1.72 1.65
H 1.93 2.28 3.99
H 3.36 1.64 4.50
H 1.87 1.42 6.38
H 1.81 -0.19 5.72
H -0.53 1.49 7.13
H -0.31 -0.21 6.81
H -1.62 0.61 6.02
*
```

---

# C16H40HgN2O6

A structure of composition C16H40HgN2O6 at a distorted geometry (ωB97M-V/def2-TZVPD, OMol25).

Summary:
Frontier orbital gap (spin up / spin down) ... 0.06163 / 0.24147 hartree
E ... -1347.6751 a.u.
Expectation value of S² ... 0.750
F_max ... 3.66 eV/Å

Geometry as ORCA input:
```
! RIJCOSX wB97M-V def2-TZVPD def2/J DEFGRID3
* xyz -1 2
Hg 14.48 -2.57 -1.54
C 15.83 0.63 0.89
C 16.27 0.28 -0.52
O 16.22 -1.13 -0.80
H 15.99 -0.12 1.67
H 14.78 0.91 0.87
H 16.27 1.59 1.14
H 17.26 0.73 -0.62
H 15.73 0.85 -1.29
C 11.39 -0.10 0.21
C 11.43 -1.56 0.05
O 12.29 -1.97 -0.99
H 10.55 0.22 0.83
H 11.35 0.48 -0.72
H 12.38 0.19 0.54
H 10.44 -1.86 -0.28
H 11.60 -2.12 0.97
C 16.40 -2.23 -7.80
O 16.09 -2.43 -6.43
C 16.58 -1.33 -5.69
C 16.35 -1.43 -4.15
N 14.92 -1.53 -3.80
C 14.17 -0.26 -3.65
C 13.98 0.51 -5.00
O 13.61 -0.34 -6.00
C 13.30 0.42 -7.21
H 15.98 -2.95 -8.51
H 17.48 -2.13 -7.91
H 16.04 -1.31 -8.28
H 16.19 -0.38 -6.05
H 17.66 -1.43 -5.78
H 16.84 -0.61 -3.63
H 16.81 -2.37 -3.87
H 14.67 -1.85 -4.73
H 14.59 0.37 -2.86
H 13.27 -0.54 -3.12
H 14.85 1.11 -5.28
H 13.17 1.24 -4.96
H 14.08 1.13 -7.49
H 12.27 0.80 -7.27
H 13.39 -0.16 -8.13
C 12.18 -3.11 -4.46
O 12.99 -3.60 -3.34
C 13.27 -4.99 -3.48
C 14.72 -5.14 -3.12
N 15.18 -4.72 -1.82
C 14.59 -5.50 -0.68
C 14.89 -4.89 0.69
O 14.40 -3.52 0.57
C 14.36 -2.73 1.79
H 11.38 -3.81 -4.69
H 12.80 -3.10 -5.35
H 11.94 -2.07 -4.21
H 13.14 -5.36 -4.49
H 12.71 -5.77 -2.96
H 15.17 -4.54 -3.91
H 14.98 -6.19 -3.26
H 16.16 -4.93 -1.73
H 15.01 -6.50 -0.62
H 13.51 -5.65 -0.78
H 15.94 -4.98 0.96
H 14.36 -5.46 1.45
H 15.41 -2.63 2.06
H 13.86 -3.30 2.58
H 13.90 -1.76 1.64
*
```

---

# C16H41CaO8Sr

A structure of composition C16H41CaO8Sr at a distorted geometry (ωB97M-V/def2-TZVPD, OMol25).

Summary:
Frontier orbital gap ... 0.03998 hartree
E ... -1943.0997 a.u.
F_max ... 4.99 eV/Å

Geometry as ORCA input:
```
! RIJCOSX wB97M-V def2-TZVPD def2/J DEFGRID3
* xyz 3 1
Sr 1.89 -7.06 -2.89
Ca 1.18 -1.54 -5.76
O -1.69 -0.76 0.01
C -1.05 -0.99 -1.06
O -0.76 -2.13 -1.46
O -0.75 -0.03 -1.71
H -1.39 0.15 -0.06
C -2.99 -3.72 5.65
C -2.54 -5.13 5.22
C -3.35 -6.24 5.68
O -2.45 -5.30 3.79
H -2.19 -3.06 5.32
H -3.13 -3.78 6.73
H -3.95 -3.47 5.19
H -1.55 -5.25 5.66
H -2.95 -7.23 5.49
H -4.29 -6.29 5.12
H -3.69 -6.07 6.70
H -2.89 -4.55 3.40
C 4.54 -3.15 3.18
C 4.78 -4.67 2.90
C 5.18 -5.56 4.12
O 3.59 -5.17 2.29
H 4.45 -2.69 2.20
H 5.43 -2.84 3.74
H 3.65 -2.96 3.78
H 5.55 -4.76 2.13
H 4.33 -5.85 4.73
H 5.91 -5.05 4.74
H 5.77 -6.46 3.91
H 2.82 -4.80 2.73
C -6.14 0.53 -7.53
C -5.18 0.22 -6.36
C -5.95 -0.68 -5.39
O -4.05 -0.45 -6.84
H -6.77 1.35 -7.20
H -6.76 -0.34 -7.74
H -5.61 0.80 -8.44
H -4.86 1.20 -6.02
H -6.57 -0.11 -4.70
H -5.23 -1.20 -4.76
H -6.52 -1.53 -5.77
H -4.31 -1.11 -7.48
C -2.56 8.51 0.13
C -2.99 7.43 1.23
C -2.15 6.19 1.29
O -2.73 8.06 2.41
H -1.56 8.45 -0.30
H -2.72 9.57 0.34
H -3.25 8.52 -0.72
H -4.08 7.32 1.20
H -1.08 6.36 1.38
H -2.13 5.58 0.39
H -2.39 5.51 2.11
H -2.69 7.36 3.07
C 5.57 3.59 -1.78
C 6.89 3.77 -2.47
C 7.80 2.78 -1.85
O 6.74 3.38 -3.81
H 4.76 4.29 -2.02
H 5.72 3.66 -0.70
H 5.21 2.59 -2.00
H 7.27 4.79 -2.43
H 7.33 1.93 -1.35
H 8.46 3.29 -1.14
H 8.54 2.37 -2.53
H 6.52 2.45 -3.70
*
```